(1)
{"formula": "C3HF6NO3", "method": "the ωB97M-V functional and the def2-TZVPD basis", "elements": ["C", "C", "C", "N", "O", "O", "O", "F", "F", "F", "F", "F", "F", "H"], "positions_angstrom": [[-0.175804, 0.022310, 0.112956], [0.345613, 1.430493, 0.329552], [0.880881, -1.151083, 0.344836], [-0.726072, -0.159499, -1.493132], [0.013421, 0.298585, -2.294873], [-1.763924, -0.650697, -1.544105], [-1.316113, -0.363254, 1.099258], [1.619023, 1.628930, -0.103948], [0.368180, 1.737338, 1.640668], [-0.427296, 2.319547, -0.285556], [1.161537, -1.110997, 1.643969], [1.986643, -1.055922, -0.349883], [0.201681, -2.365989, 0.186648], [-2.167768, -0.579758, 0.713606]], "forces_ev_per_angstrom": [[-2.3, -2.9, 1.2], [0.8, 1.8, 0.9], [-2.5, -0.7, 1.1], [2.7, -0.3, 6.6], [5.5, 3.6, -4.6], [-8.5, -3.7, -0.4], [4.0, 1.9, -2.0], [-1.0, -0.7, -0.1], [-0.2, -0.4, -0.5], [-0.1, -0.2, 0.0], [0.6, 0.2, 0.1], [-0.4, -0.4, -0.4], [1.6, 1.9, -0.7], [0.0, 0.0, -1.2]], "total_energy_ev": -27056.4714, "gap_ev": [8.1, 7.0], "s2": 2.01, "e_homo_ev": [-7.6, -11.7], "relative_energy_kcal_mol": 68.7, "multiplicity": 3}

---

(2)
{"formula": "C3HF6P", "method": "the ωB97M-V functional and the def2-TZVPD basis", "elements": ["C", "C", "C", "F", "F", "F", "F", "F", "F", "P", "H"], "positions_angstrom": [[-1.433311, 0.455046, -1.039872], [0.936221, -0.307298, 0.411089], [0.573876, 1.042200, -0.108724], [-2.145358, 1.394043, -0.400212], [1.273857, -0.238339, 1.772834], [1.505068, 1.718285, -0.823463], [0.005043, 1.824812, 0.752554], [-0.285083, -1.864524, -1.237470], [-1.317253, -2.096980, 0.905729], [-0.745936, -0.863171, -0.046299], [1.632877, -1.064079, -0.186161]], "forces_ev_per_angstrom": [[0.9, 0.8, 0.9], [1.0, -1.7, 1.1], [-0.3, -0.8, -2.7], [0.2, -0.3, -0.4], [0.0, -0.5, -1.0], [-0.9, -0.6, 0.4], [-0.1, 0.8, 1.1], [-0.6, 1.3, 1.2], [0.7, 2.1, -1.1], [0.1, -3.4, -0.5], [-1.0, 2.3, 1.1]], "total_energy_ev": -28716.6658, "gap_ev": 8.4, "e_homo_ev": -9.3, "relative_energy_kcal_mol": 83.1}

---

(3)
{"formula": "C3HF6P", "method": "the ωB97M-V functional and the def2-TZVPD basis", "elements": ["C", "C", "C", "F", "F", "F", "F", "F", "F", "P", "H"], "positions_angstrom": [[0.543662, -0.499883, -0.083506], [1.814127, -0.543067, 0.366119], [-0.412017, 0.526608, 0.098914], [0.248212, -1.678942, -0.753697], [2.582226, -1.553319, 0.145601], [2.448894, 0.368284, 1.034414], [0.259013, 1.683410, -1.177902], [-0.344821, 1.383856, 1.061291], [-2.884200, 0.656075, 0.700958], [-2.140736, 0.558887, -0.669042], [-2.114364, -0.901904, -0.723146]], "forces_ev_per_angstrom": [[1.8, -2.4, 0.7], [-0.5, 0.6, 0.0], [-0.3, 3.0, -4.1], [-0.6, 1.5, 0.4], [0.3, -0.6, -0.2], [-0.4, 0.4, 0.0], [-1.0, -1.7, 1.5], [0.6, -0.2, 1.5], [-1.0, 0.2, 1.3], [1.2, -1.4, -0.9], [-0.2, 0.7, -0.2]], "total_energy_ev": -28717.9396, "gap_ev": 9.6, "e_homo_ev": -10.5, "relative_energy_kcal_mol": 53.8}

---

(4)
{"formula": "C3HFMgO", "method": "the ωB97M-V functional and the def2-TZVPD basis", "elements": ["O", "C", "C", "C", "H", "F", "Mg"], "positions_angstrom": [[2.576486, 1.542952, -1.208262], [1.700256, 1.072425, -0.557130], [0.786636, 0.656191, 0.240783], [-0.113321, -0.154709, 0.805710], [-0.112654, -0.065773, 1.911956], [-3.105362, -1.968116, -0.982667], [-1.732040, -1.082970, -0.210389]], "forces_ev_per_angstrom": [[-1.0, -0.7, 0.8], [0.7, 1.0, -0.8], [0.0, -1.1, 0.0], [-0.1, 0.9, 0.3], [-0.1, -0.2, -0.4], [0.7, 0.5, 0.4], [-0.2, -0.4, -0.3]], "total_energy_ev": -13335.4233, "gap_ev": 7.3, "e_homo_ev": -8.2, "relative_energy_kcal_mol": 0.0}